Here is C3H3N9 as an isolated structure from the Open Molecules 2025 dataset. Energies are from wB97M-V/def2-TZVPD.

Geometry as XYZ:
```
15
Properties=species:S:1:pos:R:3:forces:R:3
C -1.2137 2.0134 0.0724 2.867 -2.421 1.380
C 1.1583 1.4208 1.2676 4.080 0.333 0.303
C 0.0777 -0.1326 -0.1725 1.568 -0.104 2.078
N -1.4101 1.9188 -1.2589 1.783 -0.904 1.353
N 2.7330 2.5551 2.1396 -0.075 0.089 -0.004
N -1.9900 2.9085 0.6472 0.899 -1.155 1.218
N 1.3995 2.5326 1.9558 -0.526 -0.088 0.026
N 2.3520 0.7584 1.0161 -1.688 0.045 -0.194
N -2.3110 2.8257 -1.4775 -1.582 0.520 -0.908
N 3.2681 1.5025 1.5893 0.709 0.388 0.328
N -2.6901 3.3675 -0.3511 -1.192 1.807 -0.794
N -0.0072 0.8514 0.9300 -6.048 1.674 -3.492
H 0.6677 0.2703 -0.9889 0.102 -0.396 -0.257
H 0.4783 -1.0448 0.2835 0.759 0.091 -0.347
H -0.8775 -0.4384 -0.4602 -1.655 0.120 -0.689
```
Positions in Å, forces in eV/Å.

Computed properties:
E_tot = -16566.4964 eV
Highest occupied orbital energy = -0.58 eV
Charge = -2
Gap between HOMO and LUMO = 7.347 eV
Multiplicity = 1


Here is a 11-piece molecular cluster, C27H76N4O11 overall from the Open Molecules 2025 dataset. Energies are from wB97M-V/def2-TZVPD.

Geometry as XYZ:
```
118
Properties=species:S:1:pos:R:3:forces:R:3
C 0.0697 0.2731 -0.0205 -0.342 2.889 -2.500
O 0.7607 -0.3739 -1.1235 -0.888 0.612 1.578
H -0.2233 -0.3919 0.7025 -0.639 -1.897 1.570
H -0.8353 0.7801 -0.4955 0.829 -0.563 0.904
H 0.6037 1.1211 0.4965 0.142 -1.078 -1.009
H 0.0807 -0.5829 -1.7545 -0.359 -0.131 -0.890
C 3.5917 -0.7309 -1.4135 1.431 -10.907 1.125
O 3.8387 -2.0059 -1.6905 -3.126 3.723 -0.401
N 4.5227 0.0891 -1.4565 15.191 6.652 -10.025
N 3.1947 -0.1519 -0.3205 -10.803 -4.076 7.214
H 4.6317 0.2761 -2.5045 0.552 0.581 0.022
H 5.4157 -0.5719 -1.5005 -1.522 1.569 0.131
H 2.1887 -0.0499 -0.5905 0.191 1.015 0.910
H 2.9557 -1.1369 0.1295 -0.257 2.128 0.717
C -0.9703 -2.8819 2.9985 6.174 1.245 -1.144
O 0.2197 -2.3909 2.4115 -6.772 -2.196 2.815
N -1.9533 -3.4919 2.3915 -1.846 -1.558 -3.468
N -1.0643 -2.8899 4.3265 -0.748 0.669 2.067
H -1.8543 -3.5189 1.3355 0.021 -0.232 1.839
H -2.6493 -4.1899 2.7815 1.663 1.643 -0.150
H -0.2393 -2.5289 4.7715 -0.092 0.205 0.364
H -1.9803 -2.8639 4.8485 1.709 -0.120 -1.077
C -3.8733 -0.5789 3.1785 0.443 -0.499 0.866
C -3.0703 0.7251 3.3425 4.079 -6.637 2.976
C -1.7713 0.5991 2.5985 0.440 0.143 -1.150
O -3.7123 1.7171 2.9205 -5.858 6.694 -1.953
H -3.2423 -1.3979 3.5245 -0.022 -0.157 -0.155
H -4.2073 -0.8159 2.1535 0.096 0.444 0.431
H -4.6933 -0.5629 3.8975 -0.481 0.019 -0.276
H -2.8093 0.8611 4.4255 -0.115 -0.532 -0.171
H -1.1833 -0.3009 2.7885 -0.301 -0.073 0.227
H -1.0963 1.4321 2.8295 -0.248 0.007 -0.352
H -2.0553 0.5731 1.5135 0.541 0.311 0.778
H -4.5933 1.7201 3.3885 1.218 0.442 -0.956
C -1.4673 4.0261 1.5695 -0.158 0.082 -2.249
C -0.1383 4.2001 0.8535 0.842 5.139 6.480
C 1.0187 4.1141 1.8095 -0.103 -1.543 1.210
O 0.1797 3.4491 -0.1085 -0.957 -5.688 -6.549
H -1.2973 4.0851 2.5735 0.335 0.203 2.859
H -1.8483 3.0471 1.3885 -0.446 -0.763 -0.239
H -2.2233 4.7611 1.3225 -0.091 0.116 -0.319
H 0.0097 5.1571 0.4565 -0.874 2.707 -0.145
H 1.0207 3.0811 2.1915 0.225 0.019 -0.035
H 0.9167 4.7191 2.6805 -0.081 0.801 0.557
H 1.9707 4.2821 1.3405 0.365 0.172 -0.353
H -0.6623 3.5011 -0.6115 0.618 -0.856 -0.890
C 2.5197 -4.6999 1.5865 0.324 -0.478 0.726
C 2.4547 -3.5999 0.5135 -0.612 -7.061 -2.720
C 1.2057 -3.5809 -0.2865 -1.047 -2.381 -1.925
O 2.5157 -2.4649 1.0555 1.339 6.776 4.710
H 3.4177 -4.4869 2.2165 -0.497 -0.299 -0.485
H 2.5857 -5.7299 1.1995 0.061 0.397 -0.027
H 1.6607 -4.6719 2.2815 0.097 0.146 -0.343
H 3.2747 -3.7999 -0.1625 0.489 0.288 -0.206
H 0.8207 -4.5879 -0.5255 0.307 0.006 -0.268
H 1.2967 -3.0339 -1.2145 0.482 0.086 -0.127
H 0.3967 -3.1469 0.2215 -0.827 0.799 1.062
H 1.8257 -2.4779 1.7525 0.218 0.745 -0.242
C 2.0297 1.9891 -3.8855 -0.209 -0.732 -0.049
C 2.3437 2.7861 -2.6435 3.025 4.801 -8.942
C 1.7557 4.1941 -2.7505 -0.637 -0.734 0.798
O 2.0837 2.2571 -1.5715 -3.738 -3.936 9.243
H 2.5297 2.4121 -4.7475 0.039 0.188 -0.261
H 0.9507 1.9851 -4.0505 -0.004 -0.304 -0.200
H 2.4037 0.9681 -3.7515 -0.207 0.148 -0.066
H 3.4347 2.9221 -2.6935 0.479 0.346 -0.311
H 2.0737 4.8341 -3.5115 0.495 0.563 -1.704
H 2.1457 4.6211 -1.8815 0.462 1.234 1.680
H 0.6687 4.2611 -2.6335 0.021 -0.352 -0.297
H 1.3987 2.7661 -1.0625 0.833 -0.861 -0.143
C 1.9787 0.0961 3.0905 0.614 -1.183 0.762
C 3.2157 0.9781 2.9995 -4.572 2.316 6.879
C 3.9527 1.0281 4.3515 -1.792 -0.148 1.664
O 4.0787 0.7371 2.1375 7.360 -3.595 -5.182
H 1.2067 0.5911 3.6345 -0.853 0.783 0.107
H 2.2117 -0.7129 3.7955 0.024 -0.537 -0.528
H 1.5967 -0.3049 2.1545 0.213 0.180 0.061
H 2.8067 1.9791 2.9355 0.053 0.791 -0.698
H 3.2497 1.4061 5.0995 0.226 0.214 0.273
H 4.8607 1.5861 4.3985 0.421 1.033 -0.537
H 4.2667 0.0751 4.7665 -0.227 -0.850 -0.385
H 4.7397 0.1191 2.6095 -1.198 1.205 -1.966
C 1.2367 -1.4289 -4.2505 0.096 0.304 0.325
C -0.2283 -1.6789 -4.1015 4.254 -7.118 -4.331
C -0.4293 -2.9529 -3.3105 -0.332 -1.870 -0.660
O -0.7603 -0.7909 -3.4415 -5.579 9.676 5.945
H 1.4327 -0.4999 -4.7385 0.089 0.642 -0.284
H 1.7177 -2.1989 -4.7915 0.396 -0.933 -0.717
H 1.6777 -1.4419 -3.2715 0.434 0.196 0.557
H -0.6683 -1.6479 -5.0935 -0.098 -1.069 -0.825
H -1.3943 -3.3739 -3.6065 0.017 -0.478 -0.124
H -0.5343 -2.8349 -2.2125 0.583 0.421 -0.735
H 0.3947 -3.6329 -3.5495 -0.453 -0.415 0.328
H -1.7233 -0.8999 -3.4285 0.295 0.219 0.171
C -1.5653 2.0931 -2.8915 0.556 -0.413 0.479
C -2.1483 3.4581 -2.5495 0.055 -1.308 -9.450
C -3.4423 3.7561 -3.3195 0.994 1.746 -0.858
O -2.3213 3.6941 -1.3385 -0.890 0.878 9.135
H -0.5463 2.0341 -2.4775 -0.367 -0.228 0.172
H -1.4133 1.9151 -3.9455 -0.222 0.217 -0.432
H -2.1503 1.2451 -2.5165 -0.115 0.146 0.198
H -1.4243 4.1211 -2.9615 0.771 1.010 -0.204
H -4.2533 3.2221 -2.9155 -1.153 -1.070 0.354
H -3.2613 3.5361 -4.3585 -0.382 -0.315 -0.495
H -3.7443 4.8391 -3.2885 0.530 -0.868 0.247
H -2.9503 3.0321 -1.0205 -0.028 0.253 0.712
C -4.3113 -3.6189 -0.0315 0.747 -1.239 0.559
C -2.9393 -3.0519 -0.4695 -10.261 5.570 -4.194
C -2.6093 -1.6789 -0.0635 0.020 1.392 -0.400
O -1.9913 -3.8089 -0.3745 9.299 -6.708 2.031
H -5.0653 -2.8969 -0.0245 -1.186 1.322 -0.570
H -4.3203 -3.9219 0.9925 0.334 -0.390 1.164
H -4.6813 -4.5229 -0.5705 0.601 0.740 -0.138
H -3.1483 -2.9499 -1.5555 -0.339 0.505 -0.399
H -3.4413 -1.0179 -0.2165 -0.788 0.246 0.289
H -1.9083 -1.2769 -0.7935 0.602 -0.193 0.366
H -2.2493 -1.6019 0.9405 0.325 0.316 0.399
H -2.2683 -4.6939 -0.2285 0.062 -1.500 -0.147
```
Positions in Å, forces in eV/Å.

Computed properties:
E_tot = -57697.7077 eV
Highest occupied orbital energy = -6.44 eV
Charge = 0
Gap between HOMO and LUMO = 6.408 eV
Multiplicity = 1


Among the records above, which one has the highest E_tot? C3H3N9